Record 1
Below is a 6-piece molecular cluster, C31H59F2N2O16S7 overall in a non-equilibrium geometry, with properties calculated with the ωB97M-V functional and the def2-TZVPD basis.

```
117
Properties=species:S:1:pos:R:3:forces:R:3
C -1.00669 -7.40335 3.17579 -0.238 0.409 0.011
C -0.04571 -6.18143 3.65641 -0.026 -0.592 -1.061
C -0.52220 -4.82940 2.92470 -0.046 0.033 0.730
C -0.39984 -3.50146 3.82230 -0.242 -0.169 0.354
C -1.07294 -2.21115 3.13098 0.945 -0.464 -0.407
C -0.95001 -2.18605 1.50470 -1.669 0.769 0.645
C -2.33051 -2.84256 0.92841 0.596 0.005 -0.439
C -2.10482 -3.87644 -0.28381 0.881 -0.210 0.212
C -2.58658 -5.37770 0.00840 0.465 0.559 -0.647
S -4.38865 -5.48556 0.54194 -3.393 -3.438 -2.622
O -4.79155 -6.92739 0.21195 1.843 3.163 1.361
O -5.29887 -4.59158 -0.25529 2.577 -0.606 2.057
N -4.44792 -5.33591 2.24257 -2.355 2.054 -1.014
S -5.46611 -4.09257 2.80017 7.022 4.469 2.290
O -5.02416 -3.80826 4.23774 -2.168 -1.968 -3.376
O -5.29515 -2.75485 2.07818 -1.830 -4.013 0.811
N -7.13668 -4.58289 2.94400 -0.300 1.314 -0.999
C -7.64003 -5.32802 1.77777 -2.505 -0.551 -4.027
O -8.14521 -4.85992 0.75073 2.174 -1.701 4.770
F -7.58090 -6.76129 1.87774 0.334 3.798 0.646
C -8.02966 -3.49942 3.36214 -5.588 -0.728 0.683
O -9.25496 -3.77311 3.47810 5.491 1.396 -0.547
F -7.64350 -2.18532 3.70237 0.230 -3.549 -1.001
H -0.71807 -7.73955 2.11137 -0.336 0.403 1.671
H -2.10717 -7.05228 3.10251 1.732 -0.530 0.295
H -0.97007 -8.29741 3.89449 0.065 1.236 -1.145
H -0.00151 -6.10824 4.79913 -0.219 0.031 -1.655
H 1.01112 -6.43859 3.26029 -1.499 0.438 0.946
H 0.08744 -4.72303 1.96382 -0.995 -0.083 1.189
H -1.63768 -4.95924 2.66968 1.728 0.312 0.323
H -0.97631 -3.71722 4.80255 0.892 0.339 -1.463
H 0.68478 -3.26806 4.15679 -1.546 -0.540 -0.796
H -2.16236 -2.17572 3.47843 1.711 -0.168 -0.922
H -0.56651 -1.26454 3.51957 -0.651 -1.455 -0.363
H -0.97400 -1.05770 1.20366 0.448 -2.539 0.478
H -0.01447 -2.72562 1.11229 -1.341 0.924 0.613
H -3.00765 -2.00167 0.53887 0.851 -1.285 0.874
H -2.82383 -3.37261 1.80920 0.434 0.809 -1.476
H -0.95735 -3.92660 -0.45940 -1.790 -0.117 0.180
H -2.54472 -3.53196 -1.29001 0.391 -0.474 1.701
H -2.49528 -5.95500 -0.98979 -0.677 0.694 1.763
H -1.97548 -5.94322 0.78863 -0.940 0.969 -0.926
C -0.28272 2.71473 -2.24547 -0.024 -0.182 0.025
C -0.89673 3.59158 -1.15364 -0.030 0.290 -0.066
C -0.84658 2.79860 0.15380 -0.493 0.378 -0.016
S 0.54943 1.68922 0.01332 -0.146 -0.164 0.087
O 0.05789 0.33011 -0.00551 0.583 0.572 -0.079
O 1.59407 2.11920 0.91766 -0.021 -0.320 0.028
C 1.00127 2.15139 -1.64964 0.145 0.213 -0.480
H -0.08640 3.28147 -3.15820 -0.026 -0.069 0.062
H -0.96903 1.90072 -2.49386 0.136 0.112 0.027
H -0.30895 4.51038 -1.05049 0.005 -0.081 -0.015
H -1.91992 3.88326 -1.39844 0.131 -0.083 0.009
H -0.70363 3.45176 1.01561 0.065 -0.239 0.023
H -1.74513 2.19438 0.29002 0.219 -0.101 0.073
H 1.37961 1.28220 -2.18754 0.017 -0.034 0.216
H 1.77536 2.92011 -1.58417 -0.012 -0.088 0.086
C 5.19759 2.77505 1.64762 -0.069 -0.173 -0.126
C 6.60919 2.59866 1.08434 0.053 -0.161 0.157
C 6.83356 3.70565 0.05282 0.205 -0.323 0.086
S 5.79872 5.07531 0.55655 0.140 -0.183 0.276
O 4.77719 5.27501 -0.44758 0.186 0.293 0.062
O 6.63514 6.15624 1.03187 -0.298 0.114 -0.325
C 5.05996 4.25863 1.96043 -0.295 -0.232 0.346
H 5.03584 2.16119 2.53604 -0.054 0.064 -0.099
H 4.45965 2.48110 0.89422 -0.027 0.035 0.154
H 7.33963 2.69645 1.89471 -0.048 0.010 -0.066
H 6.74574 1.61102 0.63782 0.032 0.125 0.004
H 7.87326 4.02748 0.02927 -0.284 0.139 -0.117
H 6.51877 3.39331 -0.94302 -0.023 0.189 0.144
H 4.02456 4.57912 2.07558 0.098 0.100 -0.096
H 5.63870 4.52958 2.84657 -0.014 0.067 -0.117
C -5.23076 1.47508 4.20062 -0.010 0.021 0.127
C -4.35533 2.72354 4.07400 -0.156 0.197 -0.001
C -2.89684 2.26208 4.07041 0.060 0.644 0.183
S -2.89911 0.60274 3.39777 -0.517 -0.347 0.051
O -2.48447 -0.31131 4.43426 -0.238 0.963 0.070
O -2.28484 0.61417 2.09086 0.183 0.062 0.237
C -4.66718 0.47090 3.20419 -0.474 -0.061 0.078
H -6.28123 1.69417 3.99793 0.087 -0.056 0.022
H -5.15814 1.07506 5.21733 -0.034 -0.020 -0.098
H -4.58281 3.23408 3.13215 0.016 -0.058 0.065
H -4.54241 3.43258 4.88425 0.045 -0.030 -0.084
H -2.27287 2.90420 3.44716 0.084 -0.197 0.068
H -2.48923 2.21604 5.08188 0.020 -0.126 -0.131
H -4.98775 -0.55380 3.39786 0.210 -0.072 -0.166
H -4.91238 0.75431 2.17805 0.089 -0.091 0.048
C 9.41307 2.49514 -5.05933 0.095 0.140 -0.081
C 10.55426 1.62167 -4.53455 0.090 -0.123 -0.200
C 10.53873 1.71521 -3.00762 0.594 -0.145 -0.128
S 8.84357 2.05274 -2.54446 -0.112 -0.255 -0.085
O 8.78217 3.37024 -1.95410 0.183 -0.422 -0.186
O 8.28579 0.88865 -1.89384 0.031 0.493 0.179
C 8.20055 2.14786 -4.20578 -0.141 0.097 -0.475
H 9.22113 2.31763 -6.11958 0.000 0.035 0.100
H 9.66941 3.55224 -4.93388 -0.072 -0.072 -0.021
H 10.38938 0.58372 -4.84181 0.003 0.096 0.033
H 11.52027 1.93316 -4.93853 -0.085 -0.051 0.060
H 10.86124 0.78228 -2.54387 -0.134 0.162 0.125
H 11.15705 2.54098 -2.65108 -0.173 -0.037 0.054
H 7.41042 2.89684 -4.25674 0.017 -0.081 0.192
H 7.80418 1.16399 -4.46687 0.013 0.067 0.118
C -2.05964 2.42007 -6.69326 0.108 -0.148 -0.017
C -3.45539 1.82135 -6.87824 -0.023 -0.050 -0.236
C -4.18614 1.93869 -5.53931 -0.242 -0.490 -0.260
S -3.48244 3.35826 -4.70819 -0.270 0.210 -0.078
O -2.79091 2.90201 -3.52420 -0.453 0.311 -0.230
O -4.46113 4.42119 -4.66824 0.286 -0.200 0.321
C -2.26924 3.73838 -5.96001 0.395 0.031 -0.330
H -1.55230 2.56897 -7.64883 -0.021 -0.009 0.099
H -1.44645 1.74643 -6.08558 -0.017 0.086 -0.042
H -3.99599 2.38748 -7.64399 0.055 -0.037 0.071
H -3.40842 0.78217 -7.21155 -0.035 0.106 0.047
H -5.25661 2.09460 -5.67706 0.113 0.058 0.220
H -4.01583 1.06155 -4.91234 0.003 0.171 0.057
H -1.36086 4.12035 -5.49428 -0.164 0.043 0.110
H -2.69872 4.49335 -6.62242 -0.015 -0.030 0.130
```
Positions in Å, forces in eV/Å.

Computed properties:
molecular weight = 978.28 g/mol
E_HOMO = -6.387 eV
charge = -1
spin multiplicity = 1
max |F| = 8.63 eV/A
LUMO energy = 1.355 eV
E = -5516.8266 hartree

---

Record 2
Below is a 3-piece molecular cluster, C31H59N3O14P2S overall in a non-equilibrium geometry, with properties calculated with the ωB97M-V functional and the def2-TZVPD basis.

```
110
Properties=species:S:1:pos:R:3:forces:R:3
C 2.35179 -0.25604 -2.91407 -0.361 -0.609 0.908
C 0.83629 -0.58980 -2.30368 1.072 -0.276 -0.488
N -0.21748 0.27404 -2.96164 -0.522 -1.957 -1.682
C -1.58498 -0.29251 -2.62512 -1.910 -0.075 -0.602
C -2.22734 0.25520 -1.21786 -0.100 1.236 0.964
C -2.13220 -0.79320 0.03789 2.728 0.106 -1.289
O -2.52359 -0.23536 1.37272 0.917 -3.772 -1.047
S -2.11542 -1.59673 2.37187 0.746 2.384 5.583
O -2.86344 -1.29081 3.71474 2.065 -1.962 -5.917
O -0.59465 -1.75037 2.68844 -5.581 0.160 -2.723
O -2.80309 -2.75681 1.31432 1.318 2.408 1.516
C -2.66508 -2.33457 -0.11958 -1.221 -1.370 0.622
C -1.65214 -3.48894 -0.73744 0.095 -0.758 -0.527
C -0.96819 -4.46066 0.39382 0.951 -0.783 -0.116
C 0.00492 -5.58292 -0.37540 -0.324 0.043 0.253
C 1.43512 -4.96418 -0.88372 -0.394 -0.010 1.190
N 2.19581 -5.86821 -1.83103 -2.601 1.121 -1.929
C 1.73501 -5.72523 -3.26887 4.172 -2.647 -4.304
C 0.32262 -5.05410 -3.76268 -0.066 0.869 0.581
O 2.57574 -6.16991 -4.23416 -5.171 2.503 5.873
C -4.17142 -2.64393 -0.68322 -5.280 -0.202 -2.412
C -4.86599 -1.89428 -2.00828 -1.542 -3.159 3.090
C -6.39564 -2.34334 -2.34158 1.345 -0.293 1.230
N -7.30654 -3.31729 -1.67624 5.368 0.744 1.794
C -6.73467 -4.06038 -0.51811 2.973 3.221 -1.833
C -5.21893 -3.75032 -0.01960 -0.212 1.001 -1.280
C -0.06745 0.13146 -4.48839 2.103 4.565 -3.817
C -0.53426 -1.27262 -5.23471 0.351 -0.725 0.970
O 0.43267 1.16481 -5.21680 -3.229 -6.868 4.936
H 3.09365 -0.43807 -2.01566 -1.286 0.657 -1.966
H 2.39023 0.84217 -3.33574 0.007 -2.320 0.959
H 2.63496 -1.04894 -3.73937 -0.687 1.771 1.513
H 0.76800 -0.39124 -1.14416 0.223 -0.513 -2.362
H 0.60306 -1.72789 -2.56937 0.478 2.075 0.909
H -2.31692 0.08160 -3.49022 1.506 -0.750 1.932
H -1.62679 -1.47524 -2.67448 0.182 2.258 0.191
H -1.58344 1.20960 -0.90139 -1.375 -2.131 -0.620
H -3.33832 0.66715 -1.33249 2.374 -1.146 0.080
H -0.97126 -0.92059 0.19184 -2.009 -0.104 -0.606
H -0.78517 -3.03526 -1.39802 -1.887 -0.741 1.378
H -2.32153 -4.19833 -1.42093 1.480 1.700 1.313
H -1.75564 -5.12515 0.99713 1.620 1.919 -1.287
H -0.27720 -3.82161 1.12420 -1.713 -1.415 -1.411
H 0.24568 -6.48447 0.35946 -0.565 1.974 -1.415
H -0.62612 -6.04662 -1.25626 1.403 0.953 1.600
H 1.27629 -3.91046 -1.36711 0.443 -2.062 0.812
H 2.12167 -4.80769 0.07050 -1.468 -0.257 -1.992
H 2.21328 -6.86614 -1.51247 0.098 1.283 -0.675
H 0.21688 -4.92308 -4.92536 0.818 -0.570 2.358
H 0.27189 -3.95934 -3.30515 -0.078 -2.323 -0.831
H -0.61731 -5.66076 -3.40265 2.018 1.167 -0.487
H -4.27156 -1.08038 -2.63074 -1.633 -1.968 1.382
H -6.87711 -1.77276 -3.27602 1.054 -1.530 2.380
H -7.42584 -4.84911 0.04156 1.760 1.975 -1.410
H -4.81931 -4.37490 0.90977 -0.972 1.574 -2.193
H -1.67361 -1.26966 -5.55937 2.533 0.295 0.530
H 0.19359 -1.58815 -6.11831 -1.706 1.178 1.836
H -0.44555 -2.15139 -4.43358 -0.210 1.908 -1.663
O 5.86041 0.26960 -1.11953 2.895 -2.724 -2.570
P 7.31986 0.73807 -0.90019 -2.958 7.299 5.959
O 7.15569 0.73494 0.75156 0.262 -0.895 -0.020
C 6.81981 -0.49227 1.38607 -0.211 -0.254 0.313
C 8.01308 -1.42480 1.44759 0.186 -0.046 0.299
O 6.96340 2.33844 -1.20668 0.860 -0.770 -1.169
C 6.01856 2.64332 -2.22453 -0.782 0.101 -0.048
C 4.65643 2.93792 -1.60583 -0.035 0.343 0.028
O 8.95046 1.26148 -0.65513 -0.505 -3.071 -2.861
C 9.28773 2.29068 0.27409 0.124 0.402 0.910
C 9.76836 1.72015 1.59842 -0.306 -0.231 0.346
H 5.98250 -0.97881 0.87781 0.054 0.150 -0.054
H 6.48230 -0.25763 2.40071 0.058 0.144 -0.145
H 8.49024 -1.52922 0.46880 -0.071 -0.089 -0.015
H 7.70957 -2.41425 1.80152 0.028 0.073 -0.081
H 8.76855 -1.03524 2.13640 -0.047 -0.066 -0.142
H 5.95421 1.82860 -2.95487 -0.072 0.126 0.205
H 6.37030 3.52534 -2.76521 0.159 -0.034 0.141
H 4.37766 2.20754 -0.84602 0.101 -0.163 -0.166
H 3.87732 2.95814 -2.37369 0.069 0.046 0.067
H 4.67654 3.91402 -1.10511 -0.014 -0.140 -0.146
H 8.46697 2.99465 0.43804 0.022 -0.274 -0.175
H 10.10944 2.85478 -0.18031 -0.142 -0.246 -0.280
H 8.92532 1.44870 2.24105 0.121 0.027 -0.167
H 10.35376 2.46017 2.14934 0.085 0.016 -0.161
H 10.36954 0.81678 1.45140 0.056 0.253 -0.079
O -6.01339 6.09293 4.11352 -3.876 -2.161 -1.724
P -5.58952 4.86288 3.27396 9.538 1.928 1.546
O -4.57830 4.30048 4.46407 -0.744 -0.439 0.314
C -5.14560 3.99303 5.73100 -0.019 -0.017 0.463
C -5.91240 2.68632 5.68828 0.155 -0.313 0.133
O -4.48903 5.72876 2.36767 -1.326 -0.404 -0.836
C -4.81460 7.06046 1.99046 0.096 0.687 0.323
C -4.12989 8.05315 2.92359 0.293 0.108 -0.143
O -5.11593 3.48857 2.33594 -4.168 0.861 -0.010
C -3.75439 3.07598 2.22451 0.905 -0.428 0.449
C -3.42716 1.94416 3.18484 0.099 0.163 0.557
H -5.79383 4.80347 6.07614 0.088 0.021 -0.148
H -4.32406 3.91530 6.45037 0.025 0.044 -0.208
H -6.61673 2.66282 4.85164 -0.077 0.045 0.068
H -6.46389 2.53385 6.62050 0.006 0.034 -0.105
H -5.22664 1.84384 5.55825 -0.138 0.081 -0.043
H -5.90040 7.20967 1.98094 0.231 0.009 0.110
H -4.46444 7.22210 0.96808 0.056 -0.206 0.023
H -4.23073 7.77558 3.97300 -0.241 -0.054 -0.088
H -4.53795 9.05912 2.78739 0.067 -0.083 -0.007
H -3.05353 8.08307 2.71276 -0.194 0.033 -0.019
H -3.05197 3.90362 2.35769 -0.325 -0.003 0.008
H -3.62941 2.70972 1.19975 -0.348 0.151 -0.032
H -3.20474 2.32680 4.18559 -0.111 0.000 -0.182
H -2.53838 1.40098 2.85491 -0.226 0.194 -0.010
H -4.26506 1.24591 3.28224 0.203 0.021 -0.227
```
Positions in Å, forces in eV/Å.

Computed properties:
molecular weight = 791.84 g/mol
E_HOMO = -9.502 eV
spin multiplicity = 1
SMILES = CCN(CC[C@H]1OS(=O)(=O)O[C@@]1(CCCCNC(C)=O)c1ccncc1)C(C)=O.CCOP(=O)(OCC)OCC.CCOP(=O)(OCC)OCC
max |F| = 9.88 eV/A
LUMO energy = -2.349 eV
E = -3514.3728 hartree

---

Question: The lowest max |F| belongs to which entry?
Answer: C31H59F2N2O16S7

---

Question: Which of these has the highest LUMO energy?
Answer: C31H59F2N2O16S7